Computed, not measured: 2 unconnected molecules or ions with the total composition C19H16NO7 in a non-equilibrium geometry, with ωB97M-V with the def2-TZVPD basis set.

Geometry as XYZ:
```
43
Properties=species:S:1:pos:R:3:forces:R:3:mulliken_charge:R:1
C 2.802 -1.655 1.568 0.1 0.0 -0.1 -1.387
C 2.913 -1.276 3.032 0.1 0.0 0.8 1.541
C 4.189 -1.849 3.660 -0.4 0.3 -0.1 -1.665
O 2.942 0.146 3.222 -0.1 -0.2 -0.4 -0.393
C 1.790 0.826 2.906 -0.3 0.8 -0.3 -0.170
O 1.812 2.028 2.791 0.3 -1.1 0.1 -0.607
C 0.548 -0.006 2.821 0.0 -0.3 0.8 0.460
C -0.604 0.584 2.421 1.0 -0.4 0.6 -0.795
C -1.901 -0.058 2.533 -1.5 -0.8 -0.5 0.842
C -2.103 -1.371 2.038 -0.1 0.7 0.1 -0.253
C -3.326 -2.013 2.210 0.0 0.3 0.1 -0.637
C -4.366 -1.368 2.907 0.4 0.2 0.1 -0.369
C -4.185 -0.056 3.384 0.0 -0.4 -0.3 -0.664
C -2.987 0.613 3.137 0.7 0.0 -0.1 -0.317
C 0.587 -1.301 3.598 -0.8 -0.1 0.1 0.596
O -0.365 -1.858 4.093 1.1 0.4 -0.2 -0.596
O 1.834 -1.816 3.815 0.0 0.1 -0.4 -0.378
H 1.886 -1.273 1.108 0.2 -0.1 0.0 0.302
H 3.673 -1.251 1.043 -0.2 0.0 0.0 0.368
H 2.823 -2.747 1.491 -0.1 0.2 0.0 0.366
H 4.219 -1.597 4.726 0.0 0.0 -0.3 0.389
H 4.181 -2.938 3.543 0.0 0.2 0.0 0.380
H 5.059 -1.425 3.150 -0.1 -0.1 0.1 0.400
H -0.517 1.598 2.058 -0.4 0.3 -0.1 0.828
H -1.281 -1.857 1.499 -0.4 0.1 0.3 0.361
H -3.445 -3.030 1.817 -0.1 0.5 0.2 0.349
H -5.309 -1.893 3.081 0.3 0.2 -0.1 0.342
H -4.981 0.452 3.942 0.3 -0.2 -0.4 0.359
H -2.841 1.664 3.408 -0.2 -0.4 0.0 0.387
O -2.584 7.499 -0.140 -1.1 -1.0 -1.1 -0.614
N -3.330 6.826 -0.876 -0.2 1.9 -0.1 0.958
O -4.189 7.339 -1.627 1.4 -0.4 1.3 -0.623
C -3.222 5.388 -0.882 0.1 -1.5 -0.3 0.186
C -4.026 4.699 -1.802 -0.1 0.0 -0.2 -0.449
C -3.900 3.304 -1.890 0.2 0.4 0.1 -0.258
C -3.072 2.601 -1.031 0.5 0.5 1.0 -0.553
C -2.396 3.277 0.095 -0.9 0.8 -1.2 0.104
O -1.935 2.683 1.094 0.5 -0.4 0.1 -0.618
C -2.358 4.731 -0.016 -0.3 -0.2 0.3 -0.643
H -4.691 5.263 -2.451 0.2 -0.3 0.2 0.389
H -4.479 2.791 -2.660 0.2 0.0 0.2 0.314
H -2.934 1.520 -1.087 -0.2 0.2 0.0 0.380
H -1.746 5.290 0.692 -0.2 -0.2 -0.2 0.390
```
Positions in Å, forces in eV/Å.

Values from the calculation:
Highest occupied orbital energy ... -3.75 eV
Calculated total energy ... -1315.0401 a.u.
Total charge ... -1
Relative energy (zero: lowest compared OMol25 entry of this formula, charge and spin) ... 5.0 kcal per mole
Frontier orbital gap ... 0.213 Eh



Computed, not measured: a gas-phase ion, C4H8NO2 (charge -1) in a non-equilibrium geometry, with ωB97M-V with the def2-TZVPD basis set.

Geometry as XYZ:
```
15
Properties=species:S:1:pos:R:3:forces:R:3:mulliken_charge:R:1
C -0.176 -1.328 0.131 2.3 0.8 -0.4 -1.464
C -0.384 0.055 -0.516 0.4 -0.6 0.3 0.538
C -1.334 0.896 0.393 -1.2 -0.8 -0.9 -0.689
O -1.355 0.531 1.770 0.4 -0.1 0.3 -0.560
N 0.768 0.877 -0.770 0.8 1.1 -0.8 -0.718
C 2.011 0.448 -0.902 -0.6 -0.2 0.6 -0.103
O 2.483 -0.673 -0.601 0.6 -0.3 -0.4 -0.720
H 0.617 -1.212 0.872 -0.4 -0.1 0.6 0.336
H 0.387 -1.979 -0.554 -0.8 -0.1 -0.1 0.438
H -1.091 -1.676 0.531 -0.8 -0.8 0.4 0.387
H -0.841 -0.225 -1.488 -0.4 0.7 0.2 0.220
H -2.404 0.699 0.072 1.0 0.7 0.2 0.231
H -1.002 1.931 0.314 -0.4 0.1 -0.3 0.433
H -0.433 0.441 2.044 -0.1 0.0 0.0 0.316
H 2.755 1.216 -1.295 -0.7 -0.2 0.3 0.356
```
Positions in Å, forces in eV/Å.

Values from the calculation:
Highest occupied orbital energy ... -3.18 eV
Calculated total energy ... -362.4506 a.u.
Structure (SMILES) ... C[C@@H](CO)/N=C\[O-]
Total charge ... -1
Relative energy (zero: lowest compared OMol25 entry of this formula, charge and spin) ... 46.2 kcal per mole
Frontier orbital gap ... 0.264 Eh



Computed, not measured: a molecular structure, C20H26LiO12S in a non-equilibrium geometry, with ωB97M-V with the def2-TZVPD basis set.

Geometry as XYZ:
```
60
Properties=species:S:1:pos:R:3:forces:R:3:mulliken_charge:R:1
Li -0.713 0.170 -0.434 -0.3 0.1 0.2 1.230
S -2.952 0.368 1.544 -6.3 -2.1 5.2 1.186
O -4.391 0.659 1.500 0.2 0.0 -0.5 -0.832
O -2.865 -1.095 2.003 1.8 1.7 -0.8 -0.839
O -2.395 0.584 0.260 3.4 -0.3 -5.6 -0.999
O -2.330 1.356 2.406 1.8 0.4 1.7 -0.905
C 0.125 -0.377 -3.380 3.8 2.0 4.2 -0.742
O -0.619 -0.698 -2.201 -1.1 -2.7 -1.6 -0.197
H -0.188 -0.642 -4.298 -2.1 -1.1 -2.9 0.440
H 1.134 -0.902 -3.234 -0.9 1.0 -0.5 0.248
H 0.253 0.742 -3.334 0.1 -1.2 -0.2 0.131
H -0.951 -1.641 -2.387 0.4 2.1 1.1 0.175
C 2.157 0.837 -1.051 -2.4 3.5 1.0 -0.144
O 0.872 1.580 -0.763 1.0 -1.8 -0.7 -0.362
H 2.687 1.042 -1.921 -0.2 0.4 -2.5 0.368
H 1.738 -0.077 -0.962 -0.2 -3.4 0.0 -0.334
H 2.884 1.088 -0.364 1.1 0.1 2.4 0.344
H 0.890 2.526 -0.754 0.5 0.8 -0.1 0.151
C 0.990 -3.320 0.122 1.0 -0.8 0.4 0.103
C 1.578 -4.551 0.326 -0.7 -1.8 -0.1 -0.955
C 0.966 -5.486 1.208 0.2 0.9 -1.3 0.703
C -0.169 -5.082 1.960 2.8 1.6 -1.5 -1.085
C -0.560 -3.747 1.838 -1.4 0.4 -1.8 -0.606
C -0.086 -2.880 0.782 -0.2 -3.5 3.2 0.024
O -0.688 -1.729 0.587 7.5 2.0 -5.7 0.099
O 1.564 -6.724 1.152 1.9 2.1 -0.9 -0.520
H 1.476 -2.627 -0.444 1.3 1.7 -2.2 0.470
H 2.349 -4.869 -0.415 -0.4 0.1 1.2 0.307
H -0.453 -5.695 2.743 -1.2 -1.1 1.3 0.432
H -1.478 -3.366 2.294 0.3 -0.3 0.6 0.565
H -1.379 -1.852 1.058 -9.2 0.6 5.5 -0.066
H 1.196 -7.506 1.455 -1.9 -1.6 1.3 0.297
C 0.952 0.181 2.870 -4.7 -5.1 -4.1 0.558
C 2.126 -0.428 2.507 2.2 3.4 1.8 -0.178
C 3.274 0.255 3.063 0.3 -1.2 -2.2 0.779
C 3.281 1.266 3.959 -5.5 1.3 1.9 -0.996
C 1.913 1.745 4.428 2.3 -6.7 -6.9 -0.630
C 0.761 1.162 3.749 1.1 4.7 4.9 -0.076
O -0.422 1.719 4.185 0.7 -0.9 -1.0 -0.623
O 4.472 -0.033 2.404 0.6 2.3 1.3 -0.585
H -0.090 -0.344 2.344 2.9 1.9 1.8 -0.088
H 2.351 -1.039 1.656 -0.6 -0.6 -0.1 0.046
H 4.080 1.789 4.407 1.2 0.0 -0.1 0.445
H 1.915 2.432 5.110 -0.6 4.0 3.8 0.672
H -1.161 1.525 3.539 -0.1 -0.2 0.0 0.563
H 4.365 -0.907 2.168 0.2 -3.0 -1.1 0.303
C -1.652 4.162 -2.319 1.7 2.7 1.8 -0.140
C -2.284 3.045 -1.752 2.3 2.2 1.9 -0.062
C -2.771 2.124 -2.617 -0.7 -2.1 0.8 0.189
C -2.560 2.226 -3.985 -1.1 -1.2 -0.7 -0.572
C -1.974 3.352 -4.562 0.1 0.6 -0.6 -0.385
C -1.539 4.425 -3.733 0.0 -3.1 1.3 0.304
O -0.727 5.431 -4.126 -0.3 1.5 2.0 -0.534
O -3.386 1.045 -2.063 -1.1 0.2 -4.7 -0.640
H -1.086 4.946 -1.468 -1.7 -2.2 -3.0 0.173
H -2.139 2.821 -0.607 -0.9 0.6 -2.4 0.363
H -2.935 1.331 -4.580 0.6 1.4 0.5 0.332
H -1.867 3.357 -5.687 0.0 0.2 1.4 0.227
H -0.402 5.446 -4.997 0.1 -0.6 -1.7 0.295
H -3.137 0.880 -1.187 0.7 -0.2 3.1 0.570
```
Positions in Å, forces in eV/Å.

Values from the calculation:
Highest occupied orbital energy ... -4.49 eV
Calculated total energy ... -2086.2467 a.u.
Total charge ... -1
Relative energy (zero: lowest compared OMol25 entry of this formula, charge and spin) ... 23.3 kcal per mole
Frontier orbital gap ... 0.231 Eh



Computed, not measured: a molecular structure, C39H44F2N7O3S2SbSe4Ti in a non-equilibrium geometry, with ωB97M-V with the def2-TZVPD basis set.

Geometry as XYZ:
```
103
Properties=species:S:1:pos:R:3:forces:R:3:mulliken_charge:R:1
Ti -0.612 -0.541 -1.768 2.2 1.1 -2.5 -1.087
N -3.543 -1.019 6.306 -0.2 0.0 0.3 -0.550
C -2.959 -1.173 5.060 0.1 -0.1 -0.2 1.009
C -2.248 -2.331 4.741 0.0 0.1 0.1 -1.047
C -1.715 -2.495 3.477 0.2 0.0 -0.1 -0.247
C -1.884 -1.503 2.527 -0.1 0.3 -0.6 -0.966
C -2.633 -0.375 2.814 0.0 0.0 0.2 0.020
C -3.148 -0.197 4.083 0.1 -0.1 0.0 -0.574
S -1.245 -1.777 0.885 0.8 -2.4 0.6 2.123
O -1.895 -2.983 0.426 -0.2 0.3 0.6 -0.816
O 0.204 -1.837 0.898 -0.3 0.4 0.6 -0.733
N -1.586 -0.544 -0.052 0.2 0.2 2.1 0.905
C -2.843 -0.555 -0.528 -3.3 0.2 -0.7 0.074
N -3.855 -0.894 0.265 -0.3 0.1 0.1 -0.399
C -5.054 -0.944 -0.297 0.1 0.0 -0.1 -0.331
C -5.262 -0.705 -1.646 0.0 0.1 0.2 -1.219
C -4.150 -0.353 -2.389 0.4 0.1 -0.3 -0.040
N -2.947 -0.258 -1.826 -0.3 0.3 1.5 -0.059
H -3.124 -1.539 7.059 0.0 0.1 0.0 0.205
H -3.796 -0.072 6.539 0.1 -0.1 0.1 0.208
H -2.116 -3.097 5.494 0.0 -0.1 0.0 0.302
H -1.162 -3.387 3.217 0.0 0.0 0.0 0.576
H -2.841 0.354 2.047 0.0 0.0 -0.1 0.265
H -3.689 0.705 4.328 -0.1 0.0 0.0 0.242
H -5.860 -1.200 0.382 -0.1 0.0 -0.1 0.491
H -6.236 -0.795 -2.096 -0.1 0.0 -0.1 0.404
H -4.184 -0.168 -3.460 0.0 -0.1 0.0 0.486
C 4.125 -2.288 -0.573 -0.2 0.0 0.0 -1.461
C 3.303 -1.022 -0.300 -0.1 -0.2 0.1 2.632
C 3.787 -0.418 1.023 0.0 0.1 -0.1 -2.159
C 3.430 -0.048 -1.455 -0.2 0.1 0.0 0.691
C 4.604 0.689 -1.511 0.1 0.0 0.0 -0.447
C 4.842 1.581 -2.533 0.0 0.1 0.0 -1.448
C 3.898 1.705 -3.529 0.1 0.1 0.1 -0.990
C 2.718 0.963 -3.558 0.1 0.1 -0.1 0.470
C 1.932 1.131 -4.853 -0.3 -0.1 0.0 0.687
C 0.587 1.840 -4.711 -0.1 0.0 0.1 -0.750
C 1.769 -0.188 -5.604 0.0 0.2 0.1 -0.896
C 2.456 0.092 -2.475 0.2 0.1 0.1 -1.212
N 1.301 -0.753 -2.395 0.3 0.2 1.0 3.234
C 1.543 -2.060 -2.701 0.2 -1.1 -0.4 1.078
C 2.642 -2.530 -3.452 -0.4 0.1 0.2 -0.954
C 2.808 -3.874 -3.702 0.1 -0.1 0.0 -0.818
C 1.917 -4.824 -3.221 0.0 0.1 0.0 -0.838
C 0.794 -4.403 -2.531 -0.2 0.1 0.2 -0.792
C 0.632 -3.058 -2.319 0.7 0.0 -0.3 -0.576
F -0.500 -2.612 -1.638 0.8 -1.2 0.5 -0.072
H 4.102 -2.943 0.297 0.0 -0.1 0.1 0.502
H 5.160 -2.016 -0.782 0.1 0.0 0.0 0.298
H 3.743 -2.843 -1.425 0.1 0.0 0.1 0.186
H 2.255 -1.306 -0.162 0.1 0.1 -0.1 -1.120
H 4.874 -0.449 1.089 0.1 0.0 0.1 0.570
H 3.385 -0.992 1.856 0.0 -0.1 0.1 0.419
H 3.466 0.616 1.113 0.0 0.1 0.1 0.304
H 5.353 0.553 -0.746 0.1 0.0 0.1 0.375
H 5.760 2.155 -2.575 0.0 0.0 0.0 0.345
H 4.102 2.380 -4.349 -0.1 0.0 -0.1 0.345
H 2.547 1.781 -5.492 0.0 -0.1 0.2 0.459
H -0.146 1.201 -4.218 0.1 0.2 -0.2 -0.380
H 0.210 2.095 -5.704 -0.1 -0.1 0.1 0.387
H 0.676 2.750 -4.117 0.1 0.1 0.1 0.268
H 1.199 -0.890 -4.992 0.1 0.0 -0.3 -0.373
H 2.732 -0.641 -5.835 0.1 -0.1 0.0 0.205
H 1.246 -0.013 -6.547 -0.1 -0.1 0.1 0.398
H 3.345 -1.803 -3.827 0.1 0.0 0.0 0.461
H 3.659 -4.190 -4.286 0.1 -0.1 -0.1 0.438
H 2.084 -5.875 -3.395 0.0 -0.1 -0.1 0.374
H 0.050 -5.092 -2.158 -0.1 0.0 0.0 0.512
C 2.340 2.079 4.006 -0.1 -0.2 0.2 -1.044
C 1.374 0.922 4.214 0.0 0.1 -0.3 -0.697
C 0.748 0.483 2.893 0.4 -0.5 0.5 1.052
N -0.217 1.434 2.414 -0.8 0.2 -0.6 1.214
C -0.126 2.060 1.217 1.8 -0.3 0.6 -0.135
S 1.300 2.112 0.357 -0.3 0.2 -0.2 -0.398
N -1.221 2.731 0.766 -1.6 0.5 0.2 0.348
C -2.464 2.935 1.423 -0.4 -0.8 -3.1 0.411
O -3.502 2.821 0.759 1.4 0.5 1.3 -0.694
C -2.418 3.322 2.815 -0.4 0.9 2.5 0.311
C -3.607 3.249 3.577 0.7 -0.2 -1.1 -1.160
C -3.611 3.575 4.910 0.1 0.2 0.8 -0.287
C -2.439 3.991 5.543 -0.1 -0.1 -0.5 -0.495
C -1.274 4.137 4.791 -0.2 0.1 0.6 -0.579
C -1.259 3.829 3.452 -0.7 -0.2 -0.9 0.047
H 2.799 2.374 4.947 0.1 0.1 0.1 0.453
H 1.808 2.929 3.587 0.0 0.2 -0.1 0.137
H 3.124 1.792 3.309 0.1 0.1 -0.1 0.179
H 0.577 1.221 4.899 0.0 -0.1 0.2 0.324
H 1.899 0.069 4.649 0.0 0.0 0.1 0.471
H 0.257 -0.490 3.014 0.2 0.3 0.0 -0.297
H 1.519 0.379 2.128 -0.2 -0.1 0.1 -0.987
H -1.144 1.385 2.821 0.4 -0.2 0.0 -0.882
H -1.257 2.843 -0.243 0.0 -0.2 0.1 0.373
H -4.505 2.922 3.070 0.0 0.0 0.0 0.420
H -4.533 3.517 5.478 0.0 0.0 0.0 0.431
H -2.442 4.222 6.599 0.0 0.0 0.0 0.428
H -0.374 4.504 5.267 0.0 0.0 0.0 0.409
H -0.363 4.001 2.875 0.1 -0.1 0.0 0.470
F -0.575 1.160 -1.993 0.2 2.3 0.5 -0.305
Se -1.503 0.527 -7.753 0.2 0.4 0.7 -0.737
Sb -1.627 -1.396 -6.212 -0.8 -0.8 -4.0 0.701
Se -0.196 -3.048 -7.375 0.3 0.0 0.9 -0.716
Se -3.908 -2.239 -6.621 -0.1 0.1 0.9 -0.761
Se -1.185 -1.073 -3.781 -1.4 -1.2 -2.6 0.397
```
Positions in Å, forces in eV/Å.

Values from the calculation:
Highest occupied orbital energy ... -0.81 eV
Calculated total energy ... -13813.2880 a.u.
Total charge ... -2
Relative energy (zero: lowest compared OMol25 entry of this formula, charge and spin) ... 103.2 kcal per mole
Frontier orbital gap ... 0.118 Eh